i) The following is a quantum chemistry calculation of a cluster of 2 separate species, C3H4ClI in total, from OMol25.

Each line ends with the Löwdin charge.
Positions of all 9 atoms, in Å:
1 C 0.737 -1.428 -0.121  -0.687
2 C 0.834 -0.130 -0.069  -0.765
3 C -1.421 1.208 0.081  0.116
4 Cl 2.186 -2.482 0.089  0.502
5 I 2.405 1.184 0.006  0.802
6 H -0.261 -1.817 -0.285  0.054
7 H -1.742 0.215 -0.365  0.025
8 H -1.105 2.036 -0.440  -0.029
9 H -1.632 1.215 1.105  -0.018

highest occupied orbital energy (alpha / beta) = -8.85 / -8.89 eV
orbital gap (alpha / beta) = 8.614 / 7.827 eV


ii) The following is a quantum chemistry calculation of a cluster of 2 separate species, C3H4ClI in total, from OMol25.

Each line ends with the Löwdin charge.
Positions of all 9 atoms, in Å:
1 C 0.694 1.326 0.187  -0.772
2 C 0.738 0.077 -0.181  -0.772
3 C -1.373 -1.109 0.021  0.111
4 Cl 2.067 2.377 0.046  0.547
5 I 2.327 -1.207 -0.558  0.765
6 H -0.243 1.886 0.597  0.097
7 H -1.557 -0.764 -1.073  0.054
8 H -1.539 -0.484 0.892  0.004
9 H -1.113 -2.103 0.069  -0.034

highest occupied orbital energy (alpha / beta) = -8.72 / -8.74 eV
orbital gap (alpha / beta) = 8.200 / 8.129 eV


Relative energies in kJ/mol: i) 41.2; ii) 0.0


i) The following is a quantum chemistry calculation of the ion CH4NO2S2 with charge -1, from OMol25.

Each line ends with the Löwdin charge.
Positions of all 10 atoms, in Å:
1 C 0.008 0.769 -0.938  -0.293
2 N 0.916 -0.016 -0.131  -0.262
3 O -0.317 0.505 1.994  -0.430
4 O 0.715 -1.800 1.628  -0.453
5 S -2.074 -1.272 0.020  -0.091
6 S -0.059 -0.638 1.152  0.345
7 H -0.181 1.552 -0.086  0.095
8 H 0.432 1.370 -1.808  0.080
9 H -0.881 0.327 -1.289  -0.073
10 H 1.441 -0.797 -0.542  0.082

highest occupied orbital energy = -3.80 eV
charge = -1
orbital gap = 7.505 eV
structure (SMILES) = CNS(=O)(=O)[S-]


ii) The following is a quantum chemistry calculation of a cluster of 2 separate species, CH4NO2S2 in total, from OMol25.

Each line ends with the Löwdin charge.
Positions of all 10 atoms, in Å:
1 C 1.365 -0.624 1.146  -0.639
2 N -0.453 0.894 0.049  -0.341
3 O -1.707 -0.926 -0.740  -0.354
4 O -1.249 0.816 -2.326  -0.549
5 S 2.837 -0.199 0.619  0.454
6 S -0.527 0.068 -1.292  0.559
7 H 0.688 -1.132 0.368  -0.021
8 H 1.106 -0.227 2.070  -0.041
9 H 0.023 1.720 0.159  -0.066
10 H -2.084 -0.390 -0.054  -0.003

highest occupied orbital energy = -3.88 eV
charge = -1
orbital gap = 7.317 eV


Relative energies in kJ/mol: i) 0.0; ii) 116.4


i) The following is a quantum chemistry calculation of a cluster of 10 separate species, H19O10 in total, from OMol25.

Each line ends with the Löwdin charge.
Positions of all 29 atoms, in Å:
1 O 0.248 -2.462 -2.856  -0.150
2 H 0.022 -1.878 -2.058  -0.024
3 H 0.411 -1.988 -3.686  0.005
4 O -2.939 3.289 0.474  -0.080
5 H -3.126 2.891 -0.372  0.005
6 H -2.069 2.930 0.631  0.000
7 O 3.528 -0.161 1.164  -0.049
8 H 4.397 0.027 0.921  0.014
9 H 2.730 -0.147 0.548  0.089
10 O -0.427 -0.646 -1.145  -0.368
11 H -0.744 -1.097 0.870  0.001
12 H -1.318 -0.823 -1.374  -0.012
13 O -0.239 -1.628 1.511  -0.076
14 H 0.698 0.349 0.302  0.028
15 H -0.463 -2.536 1.279  0.065
16 O -2.379 0.322 1.670  -0.050
17 H -2.484 0.754 0.818  -0.005
18 H -1.454 0.491 1.888  0.021
19 O -1.725 1.438 -0.849  -0.143
20 H -1.101 0.766 -0.404  0.011
21 H -1.426 1.445 -1.767  0.059
22 O 0.762 1.329 0.526  -0.059
23 H 0.947 1.177 1.445  0.029
24 H 1.225 -1.886 2.573  -0.051
25 O 2.101 -1.782 2.864  -0.048
26 H 2.655 -1.368 2.241  -0.054
27 O 0.926 0.422 -3.110  -0.131
28 H 0.450 0.015 -2.305  -0.019
29 H 1.556 -0.220 -3.417  -0.011

highest occupied orbital energy = -6.33 eV
charge = -1
orbital gap = 9.349 eV


ii) The following is a quantum chemistry calculation of a cluster of 10 separate species, H19O10 in total, from OMol25.

Each line ends with the Löwdin charge.
Positions of all 29 atoms, in Å:
1 O -2.583 0.195 0.074  -0.052
2 H -3.053 -0.421 -0.496  0.042
3 H -0.034 3.447 -0.495  -0.004
4 O 0.951 1.670 2.075  -0.070
5 H 0.836 0.913 2.655  0.027
6 H -2.060 -0.090 2.551  0.021
7 O -0.004 3.931 0.354  -0.080
8 H 1.424 1.378 1.288  0.008
9 H 0.683 3.656 0.974  0.024
10 O 0.294 -1.495 -3.412  -0.080
11 H 2.466 -2.114 -0.189  0.022
12 H -1.746 0.388 -0.372  0.026
13 O 2.007 -2.399 -0.992  -0.156
14 H -0.003 -4.364 0.938  0.031
15 H 1.193 -1.296 -3.112  0.005
16 O 1.367 -0.940 1.249  -0.111
17 H 0.876 -1.737 1.052  -0.006
18 H 1.519 -0.345 0.479  -0.024
19 O -0.918 2.247 -1.489  -0.067
20 H -0.260 1.550 -1.576  0.010
21 H -1.045 2.736 -0.673  0.005
22 O -0.039 -3.606 0.344  -0.082
23 H 0.876 -3.402 0.066  -0.007
24 H 1.554 -1.471 -1.107  0.001
25 O 1.339 0.169 -1.153  -0.386
26 H 2.117 0.338 -1.692  -0.047
27 O -2.719 0.472 2.988  -0.089
28 H 0.131 -2.166 -2.735  0.022
29 H -2.906 1.096 2.276  0.016

highest occupied orbital energy = -6.03 eV
charge = -1
orbital gap = 9.136 eV


Relative energies in kJ/mol: i) 13.9; ii) 0.0


i) The following is a quantum chemistry calculation of a cluster of 10 separate species, H19O10 in total, from OMol25.

Each line ends with the Löwdin charge.
Positions of all 29 atoms, in Å:
1 O 1.616 -0.833 -1.552  -0.102
2 H 1.536 -0.959 -2.504  0.026
3 H -0.874 0.885 3.902  0.010
4 O -0.057 -1.088 1.157  -0.114
5 H 0.364 -0.433 1.709  0.032
6 H 0.526 -2.619 0.626  -0.005
7 O 3.544 1.160 -0.708  -0.060
8 H -0.652 -0.576 0.499  0.031
9 H 2.959 1.184 -1.473  0.038
10 O -3.298 0.066 -0.437  -0.141
11 H 2.635 2.353 2.361  0.030
12 H 0.666 -0.589 -1.355  -0.017
13 O 2.375 2.460 1.452  -0.059
14 H -1.393 1.050 2.411  0.006
15 H -2.440 -0.358 -0.799  -0.037
16 O -2.359 0.117 -3.231  -0.063
17 H -2.724 -0.601 -2.769  -0.020
18 H -1.510 -0.224 -3.516  0.022
19 O -0.310 1.619 0.349  -0.047
20 H 0.391 2.037 0.848  0.004
21 H -0.202 0.850 -0.202  -0.017
22 O -1.021 -0.800 -1.173  -0.375
23 H -0.670 -1.696 -1.200  -0.009
24 H 2.672 1.743 0.878  0.001
25 O -1.633 0.924 3.336  -0.054
26 H 4.110 0.417 -0.938  0.048
27 O 0.873 -3.486 0.985  -0.132
28 H -3.684 0.486 -1.209  -0.009
29 H 0.285 -3.402 1.751  0.014

highest occupied orbital energy = -5.88 eV
charge = -1
orbital gap = 8.798 eV


ii) The following is a quantum chemistry calculation of a cluster of 10 separate species, H19O10 in total, from OMol25.

Each line ends with the Löwdin charge.
Positions of all 29 atoms, in Å:
1 O 0.038 2.264 0.691  -0.029
2 H 2.019 1.071 1.176  -0.026
3 H 0.075 1.495 0.134  -0.009
4 O -1.389 -2.193 -1.186  -0.220
5 H -1.458 -1.312 -0.499  -0.018
6 H 0.073 0.473 2.767  0.002
7 O 0.425 2.745 -3.150  -0.045
8 H -0.976 -1.946 -2.018  -0.006
9 H -0.291 3.259 -2.787  0.024
10 O 1.012 -0.252 -0.658  -0.062
11 H -1.055 -4.320 -0.756  0.009
12 H -0.618 2.810 0.295  0.026
13 O -0.166 -4.620 -0.980  -0.100
14 H 1.732 -0.497 -2.261  -0.007
15 H 1.592 0.512 -3.248  -0.011
16 O -3.017 0.153 3.224  -0.062
17 H -2.165 0.261 2.786  -0.003
18 H -3.624 0.078 2.480  0.032
19 O -1.333 -0.672 0.706  -0.315
20 H -2.035 -0.727 1.295  -0.107
21 H 2.875 0.728 2.345  0.029
22 O 2.857 1.304 1.574  -0.062
23 H 0.715 1.750 2.855  0.013
24 H 0.242 -3.759 -1.105  0.002
25 O 2.037 -0.336 -3.185  -0.090
26 H -0.046 2.009 -3.560  0.038
27 O 0.639 0.945 3.380  -0.062
28 H 1.650 -0.735 -0.149  0.056
29 H 0.192 -0.492 -0.167  0.006

highest occupied orbital energy = -6.01 eV
charge = -1
orbital gap = 8.599 eV


Relative energies in kJ/mol: i) 32.5; ii) 0.0